(1)
A structure of composition C11H15N3O3 in a non-equilibrium geometry. Source: the Open Molecules 2025 dataset; level of theory: ωB97M-V/def2-TZVPD.

The geometry in XYZ format:
```
32
Properties=species:S:1:pos:R:3:lowdin_charge:R:1
O -1.4566 0.0878 1.4498 0.044
C -1.3381 0.8285 0.3955 -0.372
N -2.3307 1.2576 -0.4444 0.165
H -2.1506 1.7909 -1.1672 0.047
C -3.8692 0.6328 -0.5208 -0.039
H -4.4981 1.5104 0.2156 0.159
C -4.2706 -0.6591 0.4703 -0.020
H -5.2787 -0.6780 0.1315 0.098
H -3.9560 -0.4531 1.2617 -0.032
C -3.3825 -1.7585 -0.3435 -0.318
O -2.6495 -2.1812 0.5934 0.061
H -2.1757 -1.6110 0.9441 -0.071
H -2.8091 -1.5337 -1.3055 0.145
H -4.0989 -2.3796 -0.6661 0.069
H -4.2639 0.7696 -1.5296 0.086
C -0.2596 1.4911 0.0850 -0.511
O -0.1192 2.0842 -0.9704 0.083
N 0.7944 1.1770 0.8470 0.196
C 2.2887 1.7926 0.4942 0.028
C 3.0851 0.5969 0.3296 -0.279
N 4.2144 0.5059 0.7846 0.069
C 4.9959 -0.3666 0.7604 -0.199
C 4.8617 -1.3391 -0.2755 -0.060
C 3.6025 -1.3657 -0.8484 -0.094
C 2.7692 -0.2247 -0.9918 0.101
H 1.9120 -0.3012 -1.2800 -0.013
H 3.4409 -2.3526 -1.7632 0.181
H 5.6293 -2.0693 -0.5466 0.100
H 5.9556 -0.4776 1.2842 0.118
H 2.5948 2.1468 1.5256 0.137
H 2.1599 2.5145 -0.3185 0.126
H 0.6026 0.5645 1.3990 -0.004
```

* net charge: 0
* relative energy (zero: lowest compared OMol25 entry of this formula, charge and spin): 325.7 kcal per mole
* energy: -22250.2890 eV


(2)
A cluster of 2 separate species, C11H15O2S in total in a non-equilibrium geometry. Source: the Open Molecules 2025 dataset; level of theory: ωB97M-V/def2-TZVPD.

The geometry in XYZ format:
```
29
Properties=species:S:1:pos:R:3:lowdin_charge:R:1
C -4.5848 2.8561 -0.2019 -0.426
S -3.1154 1.8107 0.0035 0.856
C -3.2258 0.9353 -1.5346 -0.469
C -1.9826 0.0171 -1.5461 -0.519
C -0.7799 0.7183 -2.1279 -0.034
O -2.0386 -1.1586 -1.2319 0.069
H -4.5262 3.5146 0.6632 0.017
H -4.5749 3.4532 -1.1150 0.031
H -5.4990 2.2651 -0.1557 0.027
H -4.1411 0.3533 -1.5530 0.078
H -3.1746 1.6170 -2.3792 0.070
H -1.0556 1.7000 -2.5540 0.075
H -0.0325 0.8833 -1.3558 0.064
H -0.3831 0.0904 -2.9302 0.087
C 3.3476 -2.8172 -0.2357 -0.084
C 2.9106 -1.7505 0.7368 -0.342
C 3.3970 -1.6986 2.0501 -0.143
C 2.9597 -0.6821 2.9210 -0.168
C 2.0088 0.2426 2.5410 -0.070
C 1.2887 0.0558 1.2736 -0.486
O 0.1477 0.5244 1.0360 -0.116
C 1.9684 -0.8122 0.3296 -0.022
H 2.7226 -2.7001 -1.1204 0.057
H 4.3950 -2.7192 -0.5330 0.064
H 3.1900 -3.8249 0.1615 0.067
H 4.1168 -2.4403 2.4136 0.077
H 3.3675 -0.6342 3.9294 0.076
H 1.7120 1.0589 3.2055 0.080
H 1.5816 -0.8582 -0.6904 0.084
```

* net charge: -1
* relative energy (zero: lowest compared OMol25 entry of this formula, charge and spin): 0.0 kcal per mole
* energy: -26580.8885 eV


(3)
A cluster of 2 separate species, C11H15P in total in a non-equilibrium geometry. Source: the Open Molecules 2025 dataset; level of theory: ωB97M-V/def2-TZVPD.

The geometry in XYZ format:
```
27
Properties=species:S:1:pos:R:3:lowdin_charge:R:1
C 4.3253 0.5345 -0.3835 -0.083
C 4.2158 -0.6998 0.2992 -0.109
C 3.2208 1.2949 -0.7501 -0.110
C 3.0123 -1.1020 0.7264 -0.082
C 2.0030 0.8944 -0.3051 -0.107
C 1.8595 -0.3679 0.3600 -0.387
C 0.6145 -0.8361 0.7195 -0.015
C -2.9550 -0.8700 1.0481 -0.117
C -1.8183 -0.3838 -1.1878 -0.160
C -3.5083 1.2445 -0.3122 -0.145
C -2.4587 0.1721 0.0647 -0.899
P -1.0015 1.1440 0.7722 1.034
H 5.4221 0.8774 -0.6617 0.136
H 5.0303 -1.3343 0.4820 0.087
H 3.1987 2.1885 -1.3529 0.104
H 2.8873 -1.8256 1.6016 0.140
H 1.1682 1.4709 -0.7060 0.053
H 0.3879 -1.8260 1.2628 0.074
H -2.2198 -1.2569 1.6670 0.023
H -3.7486 -0.5592 1.7590 0.093
H -3.2286 -1.7525 0.5195 0.068
H -1.1192 -1.1641 -0.8988 0.048
H -2.6630 -0.8113 -1.8247 0.116
H -1.2662 0.4562 -1.4924 0.022
H -2.9881 1.9149 -0.9898 0.056
H -4.3774 0.8523 -0.9260 0.098
H -3.9931 1.7450 0.5087 0.062
```

* net charge: 0
* relative energy (zero: lowest compared OMol25 entry of this formula, charge and spin): 77.8 kcal per mole
* energy: -20933.1767 eV


- Among the records above, which one has the lowest net charge?
  C11H15O2S


- Among the records above, which one has the lowest net charge?
  C11H15O2S


- What is the relative energy (zero: lowest compared OMol25 entry of this formula, charge and spin) in the second record?
  0.0 kcal per mole


- Among the records above, which one has the lowest net charge?
  C11H15O2S